Molecular formula: C5H12O2
Method: DFT, ωB97M-V/def2-TZVPD

Bonds (Å) are listed after each position.
Element x y z (Å)
1 C -0.22 0.06 -2.91  O2 1.414, H8 1.098, H9 1.092, H10 1.099
2 O 0.53 -0.21 -1.74  C1 1.414, H13 0.970
3 C -1.32 -0.27 0.63  C4 1.335, H11 1.088, H12 1.087
4 C -0.18 0.09 1.22  C3 1.335, C5 1.506, C6 1.521
5 C 0.05 1.47 1.78  C4 1.506, H14 1.097, H15 1.096, H16 1.094
6 C 0.96 -0.90 1.37  C4 1.521, O7 1.404, H17 1.103, H18 1.097
7 O 0.86 -2.02 0.53  C6 1.404, H19 0.974
8 H -0.73 1.03 -2.85  C1 1.098
9 H 0.48 0.09 -3.75  C1 1.092
10 H -0.97 -0.72 -3.12  C1 1.099
11 H -2.14 0.43 0.49  C3 1.088
12 H -1.45 -1.28 0.27  C3 1.087
13 H 0.01 0.10 -0.98  O2 0.970
14 H 1.05 1.85 1.52  C5 1.097
15 H -0.01 1.45 2.88  C5 1.096
16 H -0.70 2.18 1.42  C5 1.094
17 H 1.92 -0.37 1.23  C6 1.103
18 H 0.96 -1.28 2.40  C6 1.097
19 H 0.92 -1.71 -0.39  O7 0.974

Frontier orbital gap   10.55 eV
Energy   -348.143032 Ha
HOMO level   -9.686 eV
Energy above the lowest of the compared OMol25 structures with the same formula, charge and spin   162.2 kJ/mol
Strongest force on any atom   0.37 eV/Å
E_LUMO   0.87 eV
SMILES string   C=C(C)CO.CO

***

Molecular formula: C5H12O2
Method: DFT, ωB97M-V/def2-TZVPD

Bonds (Å) are listed after each position.
Element x y z (Å)
1 C 2.39 -0.90 -0.05  C2 1.546, H8 1.089, H9 1.104, H10 1.099
2 C 1.62 0.43 0.10  C1 1.546, C3 1.515, H11 1.205, H12 1.102
3 C 0.19 0.24 0.56  C2 1.515, O4 1.410, C5 1.516, H13 1.102
4 O -0.24 1.38 1.27  C3 1.410, H14 0.972
5 C -0.62 -0.02 -0.70  C3 1.516, C6 1.564, H15 1.100, H16 1.206
6 C -2.12 -0.26 -0.34  C5 1.564, O7 1.428, H17 1.118, H18 1.096
7 O -2.70 0.96 0.13  C6 1.428, H19 0.966
8 H 3.14 -0.78 -0.83  C1 1.089
9 H 2.92 -1.25 0.85  C1 1.104
10 H 1.72 -1.73 -0.35  C1 1.099
11 H 1.43 1.00 -0.94  C2 1.205
12 H 2.14 1.09 0.82  C2 1.102
13 H 0.09 -0.68 1.16  C3 1.102
14 H -1.15 1.58 0.98  O4 0.972
15 H -0.26 -0.94 -1.16  C5 1.100
16 H -0.13 0.81 -1.42  C5 1.206
17 H -2.25 -1.03 0.45  C6 1.118
18 H -2.67 -0.65 -1.20  C6 1.096
19 H -3.48 0.76 0.67  O7 0.966

Frontier orbital gap   10.60 eV
Energy   -348.140937 Ha
HOMO level   -9.848 eV
Energy above the lowest of the compared OMol25 structures with the same formula, charge and spin   167.7 kJ/mol
Strongest force on any atom   3.24 eV/Å
E_LUMO   0.75 eV
SMILES string   CC[C@@H](O)CCO

***

Molecular formula: C5H12O2S
Method: DFT, ωB97M-V/def2-TZVPD

Bonds (Å) are listed after each position.
Element x y z (Å)
1 C 0.82 -0.18 0.55  C2 1.544, O7 1.413, S8 2.030, H9 1.082
2 C 0.42 -0.12 2.04  C1 1.544, H10 1.122, H11 1.032, H12 1.065
3 C -2.22 -1.56 -0.01  C5 1.587, H13 1.082, H14 1.098, H15 1.037
4 C 1.26 1.63 -1.84  S8 1.954, H16 1.089, H17 1.118, H18 1.111
5 C -1.23 -0.54 -0.70  C3 1.587, O7 1.440, H19 1.057, H20 1.120
6 O 2.71 1.77 0.55  S8 1.465
7 O 0.13 -0.92 -0.43  C1 1.413, C5 1.440
8 S 1.31 1.74 0.11  C1 2.030, C4 1.954, O6 1.465
9 H 1.87 -0.46 0.55  C1 1.082
10 H 1.40 0.13 2.53  C2 1.122
11 H -0.32 0.59 2.16  C2 1.032
12 H -0.05 -1.02 2.37  C2 1.065
13 H -2.37 -2.42 -0.65  C3 1.082
14 H -1.76 -1.75 0.97  C3 1.098
15 H -3.14 -1.12 0.19  C3 1.037
16 H 1.93 2.42 -2.14  C4 1.089
17 H 1.72 0.63 -2.05  C4 1.118
18 H 0.16 1.67 -2.03  C4 1.111
19 H -1.29 0.48 -0.44  C5 1.057
20 H -1.36 -0.98 -1.72  C5 1.120

Frontier orbital gap   9.26 eV
Energy   -746.265837 Ha
HOMO level   -8.494 eV
Energy above the lowest of the compared OMol25 structures with the same formula, charge and spin   327.1 kJ/mol
Strongest force on any atom   4.27 eV/Å
E_LUMO   0.76 eV

***

Molecular formula: C5H12O2SSi
Method: DFT, ωB97M-V/def2-TZVPD

Bonds (Å) are listed after each position.
Element x y z (Å)
1 C 2.48 0.22 -0.30  C2 1.427, O6 1.178, S9 1.805
2 C 3.87 0.19 -0.64  C1 1.427, H10 1.179, H11 1.173, H12 1.125
3 C -2.31 0.51 1.62  Si8 1.923, H13 1.183, H14 1.123, H15 1.065
4 C -0.92 1.20 -1.02  Si8 1.895, H16 1.104, H17 1.062, H18 1.168
5 C -0.81 -1.75 0.19  Si8 1.866, H19 1.178, H20 1.105, H21 1.121
6 O 1.64 -0.49 -0.72  C1 1.178
7 O 0.29 0.90 1.47  Si8 1.659, S9 2.083
8 Si -0.80 0.09 0.51  C3 1.923, C4 1.895, C5 1.866, O7 1.659
9 S 2.31 1.27 1.15  C1 1.805, O7 2.083
10 H 4.26 1.30 -0.69  C2 1.179
11 H 4.52 -0.47 0.08  C2 1.173
12 H 4.03 -0.08 -1.72  C2 1.125
13 H -3.24 -0.22 1.64  C3 1.183
14 H -1.94 0.67 2.67  C3 1.123
15 H -2.77 1.38 1.23  C3 1.065
16 H -1.97 1.54 -1.12  C4 1.104
17 H -0.18 1.95 -0.99  C4 1.062
18 H -0.72 0.61 -2.01  C4 1.168
19 H -1.53 -2.41 0.84  C5 1.178
20 H -1.06 -1.89 -0.88  C5 1.105
21 H 0.22 -2.19 0.30  C5 1.121

Frontier orbital gap   8.31 eV
Energy   -1035.828172 Ha
HOMO level   -9.665 eV
Energy above the lowest of the compared OMol25 structures with the same formula, charge and spin   354.2 kJ/mol
Strongest force on any atom   5.05 eV/Å
E_LUMO   -1.35 eV
SMILES string   CC(=O)SO[Si](C)(C)C

***

Molecular formula: C5H12O3
Method: DFT, ωB97M-V/def2-TZVPD

Bonds (Å) are listed after each position.
Element x y z (Å)
1 C 2.45 -0.25 -0.26  H6 1.134, H7 1.222, H8 1.093, O18 1.456
2 C 0.04 -0.30 0.08  C3 1.506, O18 1.355, O19 1.425, O20 1.434
3 C -0.02 -1.49 1.00  C2 1.506, H9 1.080, H10 1.055, H11 1.118
4 C -0.07 2.15 0.12  H12 1.053, H13 1.150, H14 1.141, O19 1.499
5 C -2.35 -0.25 -0.30  H15 1.163, H16 1.079, H17 1.205, O20 1.438
6 H 3.14 -0.29 -1.16  C1 1.134
7 H 2.87 0.59 0.52  C1 1.222
8 H 2.74 -1.24 0.11  C1 1.093
9 H 0.71 -1.28 1.77  C3 1.080
10 H -1.00 -1.54 1.38  C3 1.055
11 H 0.04 -2.40 0.36  C3 1.118
12 H 0.03 3.00 0.74  C4 1.053
13 H -1.12 2.20 -0.34  C4 1.150
14 H 0.59 2.10 -0.81  C4 1.141
15 H -2.36 0.47 0.62  C5 1.163
16 H -2.95 0.17 -1.10  C5 1.079
17 H -2.85 -1.33 -0.13  C5 1.205
18 O 1.09 -0.25 -0.78  C1 1.456, C2 1.355
19 O -0.06 0.86 0.89  C2 1.425, C4 1.499
20 O -1.04 -0.56 -0.82  C2 1.434, C5 1.438

Frontier orbital gap   10.65 eV
Energy   -423.334293 Ha
HOMO level   -9.727 eV
Energy above the lowest of the compared OMol25 structures with the same formula, charge and spin   313.9 kJ/mol
Strongest force on any atom   4.45 eV/Å
E_LUMO   0.93 eV
SMILES string   COC(C)(OC)OC

***

Molecular formula: C5H12O3
Method: DFT, ωB97M-V/def2-TZVPD

Bonds (Å) are listed after each position.
Element x y z (Å)
1 C -1.58 0.69 2.32  C6 1.486, H7 1.108, H8 1.096, H9 1.074
2 C -0.50 -1.57 -1.87  C3 1.328, H10 1.083, H11 1.091
3 C -0.16 -0.63 -1.00  C2 1.328, O4 1.399, C5 1.450
4 O 1.12 -0.08 -1.12  C3 1.399, H12 0.966
5 C -0.99 -0.11 0.08  C3 1.450, C6 1.321, H13 1.107
6 C -0.68 0.60 1.15  C1 1.486, C5 1.321, H14 1.131
7 H -2.66 0.61 2.07  C1 1.108
8 H -1.34 -0.14 3.00  C1 1.096
9 H -1.64 1.64 2.83  C1 1.074
10 H 0.24 -2.00 -2.53  C2 1.083
11 H -1.43 -2.13 -1.74  C2 1.091
12 H 1.76 -0.60 -1.61  O4 0.966
13 H -1.98 -0.59 0.00  C5 1.107
14 H 0.37 0.96 1.34  C6 1.131
15 H 0.47 1.71 -1.09  O17 0.970
16 H 0.86 3.06 -0.39  O17 0.958
17 O 0.33 2.67 -1.09  H15 0.970, H16 0.958
18 H 1.83 -0.85 1.03  O20 0.962
19 H 1.19 -2.15 0.62  O20 0.963
20 O 1.79 -1.78 1.28  H18 0.962, H19 0.963

Frontier orbital gap   9.53 eV
Energy   -423.372540 Ha
HOMO level   -9.039 eV
Energy above the lowest of the compared OMol25 structures with the same formula, charge and spin   213.5 kJ/mol
Strongest force on any atom   2.07 eV/Å
E_LUMO   0.49 eV
SMILES string   C=C(O)/C=C/C.O.O